# C53H34FNO10

A cluster of 4 separate species, C53H34FNO10 in total (wB97M-V/def2-TZVPD, the Open Molecules 2025 dataset).

Values from the calculation:
SMILES string: C[C@H](O)CON1C(=O)c2ccc(F)cc2C1=O.O=C1c2ccccc2C(=O)c2ccccc21.O=C1c2ccccc2C(=O)c2ccccc21.O=C1c2ccccc2C(=O)c2ccccc21
LUMO level (Eh): -0.047
Gap between HOMO and LUMO (eV): 8.477
Largest force on an atom (eV/A): 4.87

The geometry in ORCA input format:
```
! wB97M-V def2-TZVPD RIJCOSX def2/J DEFGRID3
* xyz 0 1
C 8.93 1.83 -0.01
C 9.47 0.37 0.44
O 10.87 0.21 0.12
C 8.62 -0.83 -0.26
O 7.30 -0.33 -0.56
N 6.44 -1.35 -0.96
C 5.57 -0.57 -1.90
O 5.85 -0.44 -3.11
C 4.34 -0.05 -1.04
C 3.22 0.98 -1.34
C 2.16 1.20 -0.21
C 2.25 0.40 1.14
F 1.26 0.58 2.14
C 3.40 -0.62 1.44
C 4.45 -0.81 0.31
C 5.74 -1.74 0.31
O 6.11 -2.57 1.17
H 9.77 2.61 0.09
H 8.62 1.84 -1.12
H 8.08 2.19 0.66
H 9.28 0.30 1.57
H 11.11 -0.72 0.34
H 8.62 -1.70 0.49
H 9.19 -1.20 -1.19
H 3.22 1.52 -2.34
H 1.31 1.94 -0.36
H 3.47 -1.22 2.41
O -1.00 0.62 -1.97
C -2.13 0.21 -1.77
C -2.74 0.32 -0.42
C -2.02 0.91 0.62
C -2.60 1.05 1.87
C -3.90 0.60 2.10
C -4.61 -0.01 1.07
C -4.03 -0.15 -0.19
C -4.79 -0.81 -1.28
O -5.90 -1.27 -1.06
C -4.19 -0.90 -2.63
C -4.91 -1.49 -3.66
C -4.37 -1.55 -4.94
C -3.11 -1.02 -5.19
C -2.38 -0.44 -4.15
C -2.92 -0.39 -2.87
H -1.01 1.27 0.45
H -2.04 1.51 2.68
H -4.35 0.72 3.07
H -5.62 -0.36 1.25
H -5.90 -1.90 -3.48
H -4.94 -2.00 -5.75
H -2.69 -1.05 -6.19
H -1.39 -0.03 -4.35
O -7.71 -6.07 -2.21
C -7.53 -6.24 -1.02
C -8.50 -7.02 -0.22
C -9.61 -7.59 -0.84
C -10.50 -8.36 -0.10
C -10.29 -8.57 1.26
C -9.19 -7.98 1.89
C -8.30 -7.20 1.15
C -7.14 -6.57 1.83
O -7.00 -6.69 3.04
C -6.16 -5.81 1.03
C -5.05 -5.24 1.65
C -4.11 -4.55 0.90
C -4.28 -4.42 -0.48
C -5.39 -4.97 -1.10
C -6.34 -5.66 -0.35
H -9.78 -7.44 -1.90
H -11.36 -8.81 -0.59
H -10.97 -9.18 1.83
H -9.03 -8.14 2.95
H -4.92 -5.34 2.72
H -3.25 -4.11 1.38
H -3.54 -3.89 -1.07
H -5.52 -4.87 -2.18
O 5.46 6.56 3.27
C 4.68 6.60 2.33
C 4.79 7.66 1.31
C 5.80 8.61 1.40
C 5.93 9.59 0.42
C 5.05 9.62 -0.66
C 4.03 8.68 -0.75
C 3.89 7.70 0.23
C 2.79 6.72 0.14
O 1.98 6.79 -0.77
C 2.70 5.64 1.15
C 1.68 4.69 1.05
C 1.61 3.66 1.98
C 2.54 3.58 3.01
C 3.54 4.53 3.13
C 3.62 5.57 2.20
H 6.49 8.60 2.24
H 6.72 10.33 0.50
H 5.17 10.37 -1.43
H 3.35 8.71 -1.59
H 0.96 4.74 0.25
H 0.82 2.91 1.90
H 2.48 2.76 3.73
H 4.26 4.47 3.93
*
```

***

# C5H8O2

The molecule C5H8O2 (wB97M-V/def2-TZVPD, the Open Molecules 2025 dataset).

Values from the calculation:
SMILES string: CC1(OC=O)CC1
LUMO level (Eh): 0.037
Gap between HOMO and LUMO (eV): 11.259
Largest force on an atom (eV/A): 0.53

The geometry in ORCA input format:
```
! wB97M-V def2-TZVPD RIJCOSX def2/J DEFGRID3
* xyz 0 1
C -0.34 1.41 -0.37
C -0.16 0.00 0.17
O 1.11 -0.26 0.79
C 2.21 -0.06 0.06
O 2.27 0.30 -1.08
C -0.83 -1.17 -0.48
C -1.26 -0.70 0.89
H -0.64 1.39 -1.42
H 0.59 1.96 -0.32
H -1.10 1.95 0.20
H 3.09 -0.25 0.70
H -1.48 -0.96 -1.32
H -0.29 -2.11 -0.54
H -2.21 -0.18 1.00
H -0.97 -1.32 1.73
*
```

***

# C3H12BF4LiO3

A structure of composition C3H12BF4LiO3 (wB97M-V/def2-TZVPD, the Open Molecules 2025 dataset).

Values from the calculation:
LUMO level (Eh): -0.001
Gap between HOMO and LUMO (eV): 10.986
Largest force on an atom (eV/A): 16.56

The geometry in ORCA input format:
```
! wB97M-V def2-TZVPD RIJCOSX def2/J DEFGRID3
* xyz 0 1
Li 0.63 0.23 -0.28
B 0.91 0.60 -2.90
F 1.08 -0.66 -2.24
F 1.89 0.62 -3.91
F -0.35 0.77 -3.48
F 1.23 1.56 -1.95
C -2.81 0.85 -0.44
O -1.38 1.03 -0.40
H -3.24 1.11 -1.27
H -3.29 1.34 0.42
H -3.23 -0.12 -0.38
H -1.15 1.75 -0.68
C 1.57 0.54 2.33
O 1.73 1.39 1.18
H 2.19 -0.39 2.15
H 0.64 0.26 2.57
H 2.04 0.93 3.16
H 2.39 2.08 1.43
C -0.56 -2.27 0.98
O 0.66 -1.86 0.28
H -0.69 -3.19 0.67
H -1.22 -1.71 0.45
H -0.35 -2.36 2.04
H 1.30 -2.51 0.27
*
```

***

# C40H60N4O5

A structure of composition C40H60N4O5 (wB97M-V/def2-TZVPD, the Open Molecules 2025 dataset).

Values from the calculation:
LUMO level (Eh): 0.014
Gap between HOMO and LUMO (eV): 7.489
Largest force on an atom (eV/A): 10.62

The geometry in ORCA input format:
```
! wB97M-V def2-TZVPD RIJCOSX def2/J DEFGRID3
* xyz 0 1
C 25.96 -29.48 -11.91
C 27.24 -29.64 -11.05
C 28.40 -29.12 -11.98
O 27.72 -28.70 -13.19
C 26.37 -28.39 -12.89
H 25.10 -29.22 -11.31
H 25.71 -30.36 -12.50
H 27.37 -30.68 -10.75
H 27.07 -28.96 -10.21
H 29.14 -29.92 -12.08
H 28.92 -28.31 -11.48
H 25.75 -28.24 -13.77
H 26.33 -27.39 -12.46
C 21.83 -33.05 -10.18
C 20.72 -32.55 -11.03
C 21.16 -31.14 -11.39
O 22.16 -30.79 -10.42
C 22.31 -31.86 -9.46
H 22.59 -33.36 -10.90
H 21.57 -33.85 -9.49
H 19.78 -32.67 -10.50
H 20.53 -33.14 -11.93
H 20.39 -30.37 -11.38
H 21.63 -31.21 -12.37
H 21.74 -31.62 -8.56
H 23.37 -32.03 -9.26
C 25.88 -34.67 -10.60
C 24.93 -33.51 -10.49
C 24.43 -33.47 -11.88
O 24.31 -34.82 -12.24
C 25.15 -35.68 -11.46
H 26.06 -35.07 -9.60
H 26.80 -34.30 -11.05
H 25.35 -32.52 -10.33
H 24.16 -33.74 -9.76
H 25.11 -32.94 -12.55
H 23.48 -32.95 -11.99
H 25.82 -36.27 -12.09
H 24.55 -36.31 -10.81
C 27.71 -26.71 -9.87
C 27.17 -26.81 -8.51
C 25.87 -27.49 -8.73
O 25.36 -26.89 -9.88
C 26.41 -26.31 -10.65
H 28.18 -27.62 -10.23
H 28.46 -25.93 -9.96
H 27.01 -25.84 -8.05
H 27.80 -27.42 -7.86
H 25.17 -27.34 -7.90
H 26.08 -28.54 -8.91
H 26.22 -25.24 -10.59
H 26.43 -26.63 -11.69
C 24.42 -29.56 -8.47
C 24.42 -29.81 -9.96
C 25.27 -31.06 -10.05
O 25.45 -31.54 -8.71
C 24.42 -30.95 -7.87
H 23.61 -28.92 -8.11
H 25.38 -29.15 -8.17
H 24.77 -28.95 -10.53
H 23.37 -29.95 -10.24
H 26.24 -30.98 -10.53
H 24.71 -31.85 -10.57
H 24.75 -30.82 -6.84
H 23.51 -31.55 -7.89
N 28.28 -29.41 -9.45
C 29.37 -28.88 -8.80
C 29.59 -29.15 -7.47
C 28.85 -30.11 -6.81
C 27.75 -30.69 -7.44
C 27.47 -30.27 -8.78
H 29.90 -28.19 -9.43
H 30.42 -28.67 -6.96
H 29.01 -30.33 -5.77
H 27.07 -31.36 -6.96
H 26.60 -30.62 -9.31
N 22.83 -26.84 -8.08
C 21.80 -27.56 -7.63
C 21.18 -28.55 -8.33
C 21.67 -28.79 -9.62
C 22.78 -28.16 -10.10
C 23.33 -27.18 -9.30
H 21.51 -27.48 -6.59
H 20.40 -29.16 -7.89
H 21.23 -29.55 -10.24
H 23.17 -28.31 -11.10
H 24.08 -26.53 -9.74
N 23.12 -32.07 -12.69
C 23.40 -31.00 -11.91
C 23.92 -29.87 -12.45
C 24.17 -29.80 -13.83
C 23.81 -30.86 -14.66
C 23.26 -32.00 -14.05
H 23.28 -31.13 -10.84
H 24.09 -29.13 -11.67
H 24.54 -28.87 -14.25
H 23.94 -30.74 -15.72
H 22.86 -32.79 -14.67
N 27.07 -27.33 -6.02
C 26.02 -26.51 -6.23
C 24.73 -26.97 -6.47
C 24.53 -28.36 -6.65
C 25.62 -29.24 -6.48
C 26.89 -28.68 -6.20
H 26.21 -25.44 -6.20
H 23.89 -26.31 -6.63
H 23.52 -28.74 -6.70
H 25.51 -30.31 -6.56
H 27.71 -29.34 -5.98
*
```

***

# C3H5N3O

The molecule C3H5N3O (wB97M-V/def2-TZVPD, the Open Molecules 2025 dataset).

Values from the calculation:
SMILES string: [H]/N=C(/C#N)N(C)O
LUMO level (Eh): -0.004
Gap between HOMO and LUMO (eV): 9.889
Largest force on an atom (eV/A): 6.81

The geometry in ORCA input format:
```
! wB97M-V def2-TZVPD RIJCOSX def2/J DEFGRID3
* xyz 0 1
H -0.21 1.66 -0.03
N 0.86 1.81 -0.21
C 0.95 0.44 -0.29
C 2.23 -0.18 -0.13
N 3.31 -0.51 0.04
N -0.17 -0.38 -0.46
C -1.37 0.18 0.08
O 0.01 -1.81 -0.30
H -2.25 -0.41 -0.14
H -1.51 0.23 1.21
H -1.67 1.11 -0.40
H -0.16 -2.14 0.63
*
```

***

# H22N2O11S

A cluster of 10 separate species, H22N2O11S in total (wB97M-V/def2-TZVPD, the Open Molecules 2025 dataset).

Values from the calculation:
LUMO level (Eh): -0.064
Gap between HOMO and LUMO (eV): 4.359
Largest force on an atom (eV/A): 7.77

The geometry in ORCA input format:
```
! wB97M-V def2-TZVPD RIJCOSX def2/J DEFGRID3
* xyz 0 1
N -0.79 -0.21 0.17
H -1.78 -0.03 0.04
H -0.37 0.03 -0.72
H -0.40 -1.13 0.34
H -0.47 0.47 0.84
N 2.94 1.46 -0.91
H 3.04 1.22 0.06
H 3.57 0.82 -1.38
H 3.34 2.38 -0.96
H 1.96 1.44 -1.19
S 0.15 0.19 -3.28
O -1.28 0.39 -3.51
O 0.37 0.72 -1.95
O 0.45 -1.25 -3.32
O 0.96 0.84 -4.30
O -3.43 -0.18 0.61
H -4.05 0.50 0.88
H -3.85 -1.00 0.86
O -1.67 0.36 2.87
H -2.37 0.45 2.22
H -1.46 -0.57 2.86
O -0.09 3.19 -0.75
H 0.53 3.77 -1.18
H 0.14 2.31 -1.06
O -1.11 -2.41 2.31
H -1.40 -2.80 1.49
H -0.18 -2.63 2.37
O 1.48 -1.23 0.85
H 1.65 -1.99 1.39
H 2.04 -0.54 1.21
O 0.76 1.56 1.70
H 0.72 2.51 1.74
H 1.70 1.35 1.71
O -0.60 -3.09 -0.45
H 0.15 -3.62 -0.16
H -0.68 -3.28 -1.38
*
```

***

# C38H37Cl6CuF6N6O14S2

A structure of composition C38H37Cl6CuF6N6O14S2 (wB97M-V/def2-TZVPD, the Open Molecules 2025 dataset).

Values from the calculation:
LUMO level (spin up / spin down) (Eh): -0.180 / -0.301
Gap between HOMO and LUMO (spin up / spin down) (eV): 6.356 / 3.067
Largest force on an atom (eV/A): 3.23

The geometry in ORCA input format:
```
! wB97M-V def2-TZVPD RIJCOSX def2/J DEFGRID3
* xyz 1 2
Cu -4.27 1.54 22.00
C -5.18 5.50 20.33
F -6.27 4.97 19.80
F -4.20 5.41 19.47
F -5.41 6.72 20.66
S -4.66 4.52 21.88
O -3.32 4.02 21.69
O -4.91 5.35 23.01
N -5.61 3.06 21.86
S -7.09 3.31 22.46
O -7.15 2.70 23.75
O -7.59 4.66 22.42
C -8.08 2.31 21.18
F -7.75 1.03 21.35
F -9.38 2.49 21.37
F -7.77 2.72 19.97
Cl -7.00 8.83 23.73
C -5.76 9.44 22.57
C -5.54 10.94 22.73
Cl -6.80 11.85 21.89
H -6.18 9.14 21.62
H -4.84 8.85 22.64
H -4.56 11.15 22.30
H -5.41 11.18 23.78
Cl -9.80 5.63 26.47
C -8.28 5.67 25.57
C -7.01 5.43 26.34
Cl -6.51 6.80 27.39
H -8.27 6.63 25.06
H -8.38 4.96 24.75
H -6.17 5.22 25.68
H -7.10 4.62 27.06
Cl -10.45 2.95 24.06
C -10.03 1.94 25.50
C -10.12 0.46 25.18
Cl -8.94 -0.06 23.90
H -10.80 2.17 26.23
H -9.05 2.25 25.84
H -11.07 0.12 24.77
H -9.89 -0.13 26.07
C -0.73 4.21 16.58
C -1.04 4.46 17.91
C -1.90 3.63 18.59
C -2.50 2.56 17.93
C -2.14 2.24 16.62
C -1.26 3.09 15.96
N -3.52 1.75 18.60
O -4.11 0.92 17.96
O -3.71 1.92 19.81
H 0.03 4.83 16.12
H -0.67 5.32 18.45
H -2.19 3.80 19.62
H -2.51 1.38 16.09
H -1.06 2.86 14.92
C 1.89 4.89 20.07
C 1.79 6.19 19.56
C 0.71 6.98 19.95
C -0.28 6.48 20.79
C -0.15 5.20 21.29
C 0.93 4.38 20.92
N -1.45 7.26 21.16
O -2.37 6.74 21.74
O -1.48 8.41 20.74
H 2.81 4.38 19.84
H 2.57 6.59 18.93
H 0.63 7.97 19.52
H -0.82 4.94 22.10
H 1.01 3.41 21.38
C -9.65 7.98 21.06
C -10.22 8.79 22.03
C -11.16 8.30 22.92
C -11.64 7.00 22.78
C -11.11 6.19 21.79
C -10.15 6.71 20.93
N -12.74 6.55 23.65
O -13.06 7.29 24.55
O -13.23 5.46 23.44
H -8.94 8.39 20.35
H -9.85 9.81 22.08
H -11.57 8.96 23.67
H -11.39 5.14 21.76
H -9.78 6.04 20.16
C -7.63 0.84 28.01
C -7.92 -0.42 27.51
C -7.30 -0.79 26.32
C -6.48 0.07 25.62
C -6.24 1.34 26.15
C -6.78 1.72 27.36
N -5.97 -0.26 24.28
O -6.20 -1.33 23.82
O -5.32 0.61 23.70
H -7.99 1.06 29.01
H -8.43 -1.18 28.08
H -7.48 -1.80 25.97
H -5.66 2.07 25.60
H -6.54 2.69 27.78
C -12.84 1.10 21.25
C -13.56 -0.08 21.26
C -14.93 0.02 21.29
C -15.57 1.28 21.32
C -14.83 2.46 21.26
C -13.43 2.34 21.30
N -17.01 1.31 21.43
O -17.56 2.39 21.50
O -17.60 0.25 21.53
H -11.76 1.15 21.34
H -13.10 -1.04 21.41
H -15.52 -0.86 21.52
H -15.34 3.40 21.24
H -12.81 3.22 21.28
*
```

***

# C7H7N2O4

The ion C7H7N2O4 with charge -1 (wB97M-V/def2-TZVPD, the Open Molecules 2025 dataset).

Values from the calculation:
SMILES string: O=C1CC(O)=C(/N=C(/[O-])O)CC=N1
LUMO level (Eh): 0.125
Gap between HOMO and LUMO (eV): 6.694
Largest force on an atom (eV/A): 3.96

The geometry in ORCA input format:
```
! wB97M-V def2-TZVPD RIJCOSX def2/J DEFGRID3
* xyz -1 1
O 3.38 -0.73 1.26
C 2.68 -0.26 0.38
C 2.04 -0.84 -0.86
C 0.52 -1.15 -0.50
O 0.10 -2.47 -0.77
C -0.42 -0.33 -0.02
N -1.64 -0.89 0.10
C -2.82 -0.31 0.38
O -3.83 -0.87 0.71
O -2.97 1.16 0.12
C -0.18 1.14 0.32
C 1.20 1.70 0.41
N 2.28 1.01 0.57
H 2.58 -1.74 -1.18
H 2.12 -0.22 -1.81
H -0.96 -2.44 -0.62
H -3.81 1.47 0.60
H -0.84 1.27 1.31
H -0.77 1.71 -0.55
H 1.33 2.75 0.16
*
```

***

# C7H28N16NiO13

A structure of composition C7H28N16NiO13 (wB97M-V/def2-TZVPD, the Open Molecules 2025 dataset).

Values from the calculation:
LUMO level (spin up / spin down) (Eh): -0.152 / -0.191
Gap between HOMO and LUMO (spin up / spin down) (eV): 3.966 / 1.755
Largest force on an atom (eV/A): 8.63

The geometry in ORCA input format:
```
! wB97M-V def2-TZVPD RIJCOSX def2/J DEFGRID3
* xyz 0 3
Ni 12.61 37.22 -37.00
N 9.20 34.41 -33.68
O 9.93 35.37 -34.00
O 9.67 33.29 -33.62
O 8.06 34.59 -33.39
N 12.93 42.29 -34.99
O 12.62 41.15 -35.09
O 12.95 42.84 -33.85
O 13.07 42.97 -35.98
C 12.52 35.87 -26.80
O 12.32 34.66 -26.92
N 12.26 36.70 -27.76
N 13.14 36.41 -25.81
H 11.86 36.21 -28.54
H 12.62 37.65 -27.67
H 13.32 37.40 -25.80
H 13.59 35.73 -25.21
C 16.69 34.87 -33.75
O 16.04 35.56 -34.43
N 17.63 34.06 -34.21
N 16.50 34.81 -32.52
H 17.94 33.52 -33.42
H 17.98 34.12 -35.16
H 17.04 34.17 -31.96
H 15.71 35.26 -32.07
C 13.04 27.54 -32.59
O 13.55 26.59 -32.09
N 13.55 28.71 -32.68
N 11.77 27.54 -32.96
H 14.54 28.87 -32.57
H 13.03 29.52 -33.00
H 11.01 26.88 -32.93
H 11.51 28.46 -33.28
C 1.60 32.50 -32.46
O 0.73 31.76 -32.32
N 2.73 32.35 -31.87
N 1.70 33.57 -33.24
H 2.87 31.61 -31.19
H 3.57 32.84 -32.13
H 2.58 34.06 -33.25
H 0.90 33.96 -33.72
C 13.75 32.77 -39.91
O 13.07 33.55 -39.25
N 14.47 31.74 -39.44
N 13.96 32.92 -41.16
H 14.28 31.41 -38.51
H 15.47 31.79 -39.59
H 13.64 33.67 -41.75
H 14.35 32.09 -41.59
C 5.80 40.64 -33.79
O 5.03 41.55 -33.55
N 7.04 40.63 -33.85
N 5.43 39.41 -33.99
H 7.39 39.72 -34.11
H 7.60 41.46 -33.69
H 4.54 39.30 -34.46
H 6.00 38.59 -33.87
C 7.51 31.45 -38.68
O 7.27 32.47 -39.32
N 8.26 30.55 -39.28
N 7.00 30.94 -37.56
H 8.57 29.73 -38.79
H 8.69 30.87 -40.13
H 6.45 31.45 -36.88
H 7.41 30.10 -37.17
*
```

***

- What is the largest force on an atom in the sixth record?
  7.77 eV/A

***

- Which of these has the lowest largest force on an atom?
  C5H8O2